# 1
The following is a quantum chemistry calculation of C72H83Br6F9N3O3 as an isolated structure in a non-equilibrium geometry, from the OMol25 dataset.

CARTESIAN COORDINATES (ANGSTROEM)
C 20.02276 11.65326 21.56840
C 18.87874 11.12680 20.71613
C 19.22548 11.52741 19.27048
N 18.15760 11.05332 18.24595
C 18.37194 11.81568 16.89488
C 16.69780 11.09579 18.70902
C 15.91226 10.24427 17.74400
C 16.93348 9.36548 17.09316
C 18.21148 9.56618 17.85418
H 19.83820 11.42903 22.61900
H 20.11546 12.73339 21.45522
H 20.91344 11.04221 21.42202
H 17.96939 11.60325 21.08244
H 18.75476 10.04751 20.80492
H 20.15100 10.99232 19.05789
H 19.43284 12.59550 19.20496
H 17.59462 11.74653 16.13390
H 19.34196 11.50687 16.50530
H 18.49132 12.83899 17.25080
H 16.37590 12.13499 18.77644
H 16.58994 10.54135 19.64125
H 15.47090 10.90882 17.00126
H 15.14442 9.64679 18.23547
H 17.14388 9.42472 16.02530
H 16.65470 8.32280 17.24551
H 19.12850 9.39220 17.29124
H 18.20966 8.91527 18.72848
C 14.49324 14.87983 11.66274
C 15.86964 14.53515 12.17970
C 16.87158 14.72064 11.01880
N 18.33824 14.50428 11.47196
C 18.51328 12.98016 11.76280
C 18.87064 15.31026 12.64158
C 20.39072 15.42633 12.55430
C 20.68340 15.30107 11.09374
C 19.31696 15.04295 10.38580
H 13.71766 14.78765 12.42304
H 14.35272 14.12798 10.88616
H 14.43338 15.93502 11.39610
H 15.74814 13.55184 12.63406
H 16.14510 15.14402 13.04080
H 16.91824 15.76799 10.72052
H 16.57468 14.16410 10.12986
H 19.57860 12.86845 11.96466
H 18.23187 12.45907 10.84772
H 17.89588 12.61403 12.58308
H 18.51194 14.84405 13.55924
H 18.43708 16.31026 12.65350
H 20.84520 14.65125 13.17140
H 20.78394 16.27848 13.10864
H 21.34936 14.45691 10.91480
H 21.21726 16.11021 10.59536
H 19.36060 14.31505 9.57562
H 18.96304 15.96519 9.92503
N 16.69006 15.33531 15.78890
O 15.73142 14.54375 15.88054
O 16.46316 16.42862 15.33972
O 17.81874 14.94942 16.00703
F 9.34470 17.29711 13.54228
C 10.25136 16.52833 14.14696
C 11.60274 16.97323 14.18600
C 12.57436 16.16326 14.78444
C 12.23942 14.93322 15.38600
C 10.91462 14.51402 15.37580
C 9.92850 15.30432 14.75860
H 11.90258 17.92222 13.76658
H 13.57598 16.55756 14.87216
H 12.91214 14.32314 15.97048
H 10.68638 13.51089 15.70448
H 8.91646 14.92862 14.72606
F 15.84368 20.76378 19.56990
C 15.26482 19.55644 19.30154
C 15.10290 18.71264 20.40376
C 14.35894 17.50884 20.17156
C 13.89790 17.20339 18.91131
C 14.06380 18.06691 17.85556
C 14.73116 19.28480 18.01663
H 15.50070 18.99991 21.36586
H 14.24248 16.90119 21.05678
H 13.32230 16.29755 18.79074
H 13.68566 17.66312 16.92800
H 14.81192 20.05535 17.26422
F 9.30141 13.21393 20.74460
C 9.57136 14.43987 20.20238
C 8.97692 15.59716 20.82610
C 9.33607 16.78006 20.26794
C 10.29142 16.87242 19.24851
C 10.80750 15.80819 18.58798
C 10.36127 14.58429 19.08112
H 8.26838 15.50056 21.63544
H 8.99732 17.69885 20.72342
H 10.61632 17.85530 18.94061
H 11.52002 15.97192 17.79304
H 10.53900 13.68389 18.51184
F 16.40821 21.65714 16.03098
C 17.57616 21.05630 16.20243
C 18.60278 21.71916 16.87789
C 19.74892 20.97107 17.23070
C 19.86474 19.65328 16.78412
C 18.89224 19.08728 16.02812
C 17.69148 19.74002 15.82256
H 18.49269 22.66150 17.39392
H 20.61794 21.39316 17.71346
H 20.69664 19.06419 17.14092
H 18.86666 18.06128 15.69188
H 16.89446 19.37559 15.19140
F 11.78968 9.15844 16.27024
C 12.81206 9.69283 15.56010
C 13.34226 8.85080 14.64736
C 14.16976 9.34476 13.68680
C 14.50000 10.69025 13.68938
C 13.99978 11.55459 14.66414
C 13.14222 11.07563 15.63188
H 12.97646 7.83730 14.57388
H 14.49506 8.66194 12.91588
H 15.25894 10.98208 12.97856
H 14.44384 12.53881 14.64138
H 12.79326 11.71721 16.42750
F 21.60566 14.20393 19.64156
C 21.98742 15.06925 18.62264
C 20.97666 15.63194 17.78818
C 21.25268 16.40479 16.69890
C 22.54262 16.53003 16.34230
C 23.60604 15.95934 17.08292
C 23.31278 15.24576 18.25388
H 19.96295 15.40401 18.08284
H 20.47272 16.72364 16.02332
H 22.92210 16.97833 15.43598
H 24.58628 16.10190 16.65256
H 24.11554 14.69240 18.71838
F 12.79938 23.51190 11.68082
C 13.28282 22.48425 12.40678
C 13.75306 21.33753 11.79152
C 14.03170 20.19616 12.50152
C 13.86832 20.21740 13.89088
C 13.50992 21.42783 14.50250
C 13.18876 22.57335 13.79096
H 13.98050 21.39484 10.73730
H 14.41446 19.32708 11.98712
H 14.20464 19.39845 14.50944
H 13.51578 21.46314 15.58190
H 12.92508 23.45788 14.35174
F 17.14710 13.93906 20.24668
C 17.70794 15.15713 20.06844
C 18.79803 15.62079 20.88900
C 19.25553 16.95248 20.79266
C 18.78702 17.73659 19.73456
C 17.75848 17.31611 18.93050
C 17.15993 16.03459 19.13624
H 19.17016 14.97536 21.67088
H 20.07374 17.36780 21.36226
H 19.18808 18.73143 19.60860
H 17.37540 17.98772 18.17646
H 16.34230 15.62329 18.56289
F 19.56758 18.76441 12.13668
C 18.90305 18.59051 10.93802
C 17.50440 18.58550 11.02028
C 16.75799 18.68896 9.85798
C 17.38358 18.65317 8.61535
C 18.78696 18.71941 8.52645
C 19.55084 18.74364 9.69814
H 17.05474 18.65756 11.99958
H 15.68120 18.63817 9.92388
H 16.80234 18.61118 7.70606
H 19.21638 18.62850 7.53966
H 20.62880 18.80977 9.70156
C 23.14766 11.65133 14.57146
Br 22.95134 11.89944 12.62596
Br 21.72224 12.64740 15.59684
Br 24.80512 12.35754 15.25118
H 23.05570 10.58844 14.79484
C 13.01808 12.00463 20.62877
Br 12.66656 10.14176 19.88856
Br 13.46082 13.27532 19.19727
Br 14.58304 12.02569 21.94734
H 12.14962 12.40342 21.15300

The value obtained for the HOMO energy is -10.28 eV. The total charge is +1. The total energy is -19525.72689 hartree. The value obtained for the LUMO energy is -2.62 eV.



# 2
The following is a quantum chemistry calculation of a 2-piece molecular cluster, C3H10N4 overall in a non-equilibrium geometry, from the OMol25 dataset.

CARTESIAN COORDINATES (ANGSTROEM)
C -3.95316 1.63435 -4.43983
C 5.23786 -2.00264 7.81206
C 5.92630 -0.64195 7.35219
N 4.61892 -2.93295 8.07615
N -2.69099 1.85047 -4.91013
N -4.88486 0.86170 -4.89328
N -4.53407 0.24440 -6.11872
H -4.31979 2.30877 -3.68521
H 6.82078 -0.78466 7.99669
H 6.01343 -0.83609 6.25718
H 5.45397 0.19827 7.70571
H 4.32593 -3.93404 8.40606
H -2.03619 2.53164 -4.67641
H -2.38169 1.07272 -5.50642
H -5.21442 -0.51564 -6.31202
H -4.83240 0.97131 -6.76330
H -3.54960 -0.02566 -6.30072

The value obtained for the HOMO energy is -16.04 eV. The total charge is +2. The total energy is -338.65543 hartree. The value obtained for the LUMO energy is -5.57 eV. The value obtained for the energy relative to the best compared isomer or geometry (same formula, charge and spin) is 1.622 eV.



# 3
The following is a quantum chemistry calculation of a 11-piece molecular cluster, C45H110N2O11 overall in a non-equilibrium geometry, from the OMol25 dataset.

CARTESIAN COORDINATES (ANGSTROEM)
C -1.99079 5.99912 -1.20578
C -1.28745 5.21035 -0.18203
C -0.66368 6.36698 0.78309
C -0.16867 5.77526 2.10341
C -1.39661 5.19900 2.79317
C -1.89615 4.01604 1.94947
N -2.24680 4.41987 0.59564
O -2.94022 3.45382 -0.10728
C -0.91437 2.77047 1.98068
C -3.25317 3.56712 2.62956
C -0.08664 4.34530 -0.75897
H -2.59613 5.30062 -1.78350
H -1.31166 6.47082 -1.91598
H -2.69651 6.75240 -0.85560
H 0.27532 6.81295 0.45526
H -1.41997 7.13137 0.96148
H 0.23006 6.48554 2.82772
H 0.53382 4.97332 1.87651
H -2.16925 5.92107 3.05723
H -1.11950 4.70343 3.72361
H -0.76580 2.51761 3.03049
H -1.34337 1.88987 1.50255
H 0.12762 2.83770 1.66789
H -4.00900 4.27109 2.28136
H -3.56450 2.59473 2.24795
H -3.14948 3.30785 3.68319
H 0.90289 4.57494 -0.36376
H 0.06899 4.41824 -1.83533
H -0.17488 3.29299 -0.48887
H -3.84940 3.64109 0.13752
C 0.14696 0.53938 -4.73263
C 0.96810 -0.75456 -4.45840
C 0.15337 -2.06185 -4.27109
C -0.35045 -2.64470 -5.57584
C 0.79420 -2.88445 -6.60849
C 1.62503 -1.59835 -6.80597
N 2.01439 -0.95682 -5.49044
O 3.16304 -0.18590 -5.44562
C 2.95488 -2.07022 -7.51937
C 0.88846 -0.62499 -7.80080
C 1.65293 -0.70299 -3.00903
H 0.61027 1.29392 -5.36834
H -0.06473 1.04369 -3.78979
H -0.80685 0.31495 -5.21011
H 0.74289 -2.77307 -3.69253
H -0.79808 -1.85754 -3.78007
H -1.07265 -2.00605 -6.08443
H -0.81681 -3.62082 -5.44248
H 0.20064 -3.04227 -7.50898
H 1.45175 -3.74295 -6.47175
H 3.69501 -1.27066 -7.55124
H 3.47711 -2.86499 -6.98673
H 2.95201 -2.38196 -8.56383
H 1.46599 0.24712 -8.10738
H 0.59543 -1.12885 -8.72187
H -0.06246 -0.25113 -7.42123
H 2.35458 -1.50313 -2.77330
H 0.91044 -0.74553 -2.21216
H 2.19017 0.23115 -2.84516
H 3.81907 -0.83869 -5.19046
C -1.09654 -0.43617 -0.42676
C 0.04013 -1.00932 0.46879
C 1.27120 -0.07223 0.61562
O -0.42656 -1.41014 1.69643
H -0.81050 0.44184 -1.00590
H -1.98154 -0.02190 0.05621
H -1.41176 -1.12095 -1.21404
H 0.32333 -1.97456 0.04900
H 1.51912 0.49081 -0.28416
H 2.11860 -0.41635 1.20858
H 0.92395 0.68984 1.31332
H -1.27128 -0.99048 1.87515
C 0.40965 -4.82076 2.07797
C 1.34674 -4.30180 3.19181
C 2.54480 -5.09601 3.40064
O 1.73241 -3.00742 2.93489
H -0.58049 -4.36568 2.05301
H 0.17744 -5.88427 2.13377
H 0.87377 -4.82023 1.09172
H 0.70774 -4.24108 4.07277
H 3.23874 -4.89008 4.21559
H 3.06642 -5.09335 2.44355
H 2.26565 -6.11111 3.68305
H 1.06235 -2.60941 2.37434
C 5.69006 -2.17984 3.53492
C 5.83402 -2.17268 2.05436
C 4.99525 -0.99565 1.52350
O 7.21247 -1.95040 1.76609
H 5.60231 -1.26602 4.12256
H 6.46025 -2.72251 4.08304
H 4.80852 -2.74563 3.83636
H 5.45388 -2.97829 1.42620
H 4.82965 -0.96211 0.44667
H 5.35150 -0.03089 1.88465
H 4.02910 -0.88550 2.01598
H 7.58541 -1.28795 2.35233
C 2.49024 0.12867 4.67015
C 3.30664 1.02947 5.57081
C 3.12878 0.84944 7.04100
O 4.72080 0.94256 5.23074
H 1.41363 0.29329 4.71368
H 2.74221 -0.92154 4.81740
H 2.63917 0.29223 3.60283
H 2.87774 2.02768 5.48291
H 3.57717 0.01784 7.58459
H 2.08325 0.71045 7.31604
H 3.28544 1.76716 7.60788
H 5.16952 1.58144 5.78939
C 4.94855 2.52437 1.98868
C 4.08440 3.33094 0.94552
C 3.95294 2.40372 -0.25201
O 2.77483 3.48157 1.56418
H 4.46994 1.61732 2.35786
H 5.31610 3.18202 2.77640
H 5.97779 2.35167 1.67414
H 4.60295 4.27886 0.80179
H 3.09687 2.65416 -0.87853
H 3.83807 1.33926 -0.04745
H 4.87238 2.36448 -0.83612
H 2.85321 3.96446 2.39018
C -5.51604 -3.54349 -0.23717
C -5.45034 -2.01839 -0.43511
C -4.57781 -1.28428 0.60070
O -5.09468 -1.71128 -1.76316
H -5.90117 -3.66175 0.77564
H -4.66228 -4.20820 -0.36891
H -6.32770 -3.88207 -0.88111
H -6.46898 -1.63453 -0.37931
H -3.68503 -1.90004 0.70967
H -4.97151 -1.04598 1.58878
H -4.19986 -0.36663 0.14994
H -5.61794 -2.20229 -2.40090
C -1.30227 0.27363 5.20951
C -2.76640 0.46090 4.87153
C -3.49034 -0.88059 4.93896
O -3.30476 1.41652 5.82835
H -0.65421 -0.39786 4.64628
H -1.18017 -0.06062 6.23978
H -0.73319 1.20322 5.19925
H -2.92358 0.92193 3.89641
H -4.53877 -0.84247 4.64325
H -3.44983 -1.35270 5.92057
H -3.02549 -1.64293 4.31378
H -4.24434 1.52727 5.66544
C -2.80981 2.25675 -3.43814
C -4.32500 2.34252 -3.18106
C -5.21628 2.00980 -4.41976
O -4.56166 1.48176 -2.10445
H -2.55140 1.22058 -3.65647
H -2.09220 2.54302 -2.66925
H -2.57801 2.80887 -4.34893
H -4.56398 3.37629 -2.93147
H -5.07132 1.03803 -4.89172
H -4.85166 2.55894 -5.28786
H -6.30107 2.03410 -4.31613
H -4.63792 0.61106 -2.50152
C -1.67425 -3.67322 -1.45709
C -1.88846 -5.18220 -1.73779
C -2.04015 -5.56654 -3.22674
O -0.76929 -5.91830 -1.22034
H -0.85842 -3.17877 -1.98438
H -1.36600 -3.61566 -0.41317
H -2.55470 -3.03194 -1.41635
H -2.82161 -5.45624 -1.24561
H -1.23762 -5.15839 -3.84111
H -3.00236 -5.17688 -3.55903
H -2.13371 -6.64930 -3.31025
H -0.10342 -5.98371 -1.90877

The value obtained for the HOMO energy (spin up / spin down) is 0.62 / -6.08 eV. The total charge is -1. The total energy is -2717.36336 hartree. As for the spin multiplicity: 2. The expectation value of S² is 0.7505. The value obtained for the LUMO energy (spin up / spin down) is 1.82 / 1.75 eV.



Question: What is the formula in the second record?
Answer: C3H10N4



Question: Among the records above, which one has the lowest total charge?
Answer: C45H110N2O11